Version one
# C2H14O4S2

A 6-piece molecular cluster, C2H14O4S2 overall (the ωB97M-V functional and the def2-TZVPD basis, OMol25).

Structure (XYZ):
```
22
Properties=species:S:1:pos:R:3:mulliken_charge:R:1
C 0.6311 0.2160 -0.1437 -1.0208
C -0.8007 -0.0919 -0.5407 0.0035
S -0.9070 -1.8619 -0.5857 -0.1392
S -1.0476 3.1827 0.2594 -0.3873
H 1.3243 -0.3334 -0.7893 0.4677
H 0.9123 1.2301 -0.4702 0.0803
H 0.8654 -0.0583 0.8888 0.3257
H -1.4739 0.4606 0.1664 0.1987
H -1.1401 0.3735 -1.4619 0.3488
H -2.3582 3.3762 0.2692 0.1649
H -1.1502 1.7263 1.9119 0.2571
H -1.7440 1.0749 3.1805 0.2753
O -1.1473 0.9011 2.4443 -0.5380
H 0.8184 2.7994 -1.8288 0.2805
H 1.3734 2.9325 -3.2303 0.2954
O 1.4025 2.3607 -2.4606 -0.5934
H -0.0970 -3.4181 2.5936 0.2931
H -0.5174 -2.4173 1.5356 0.2750
O -0.3963 -2.5096 2.4960 -0.5703
H 1.9307 -3.9699 -1.8461 0.3131
H 1.3772 -2.6916 -1.1809 0.2636
O 2.1445 -3.2819 -1.2077 -0.5939
```

Summary:
- HOMO: -8.854 eV
- Orbital gap: 3.67 eV
- Total charge: 0


Version two
# C2H14O4S2

A 6-piece molecular cluster, C2H14O4S2 overall (the ωB97M-V functional and the def2-TZVPD basis, OMol25).

Structure (XYZ):
```
22
Properties=species:S:1:pos:R:3:mulliken_charge:R:1
C -0.5031 1.6023 0.3935 -1.3161
C -0.6309 0.3614 1.3135 -0.0629
S -2.0918 -0.4738 0.8509 -0.1067
S 2.6690 0.3897 -0.4189 -0.5061
H -1.3292 2.3024 0.5026 0.4718
H 0.4464 2.1144 0.5770 0.3317
H -0.5134 1.2537 -0.6377 0.3991
H 0.2583 -0.2390 1.2116 0.3143
H -0.7377 0.6689 2.3552 0.3264
H 3.7460 0.8634 -1.0611 0.1340
H 2.2371 -1.6123 -1.3265 0.2987
H 2.4465 -3.0582 -1.8888 0.2948
O 1.8184 -2.4861 -1.4404 -0.5863
H 2.6874 0.3378 3.1148 0.2965
H 2.2053 0.8308 1.7478 0.2492
O 1.9287 0.7434 2.6724 -0.5722
H -1.3205 -1.2503 -1.2210 0.2699
H -0.1841 -1.9038 -2.0526 0.3548
O -1.0906 -1.5588 -2.1178 -0.6142
H -3.2000 1.0450 -0.2258 0.2615
H -4.0244 1.0514 -1.5173 0.3232
O -3.4233 1.6002 -0.9922 -0.5613
```

Summary:
- HOMO: -8.603 eV
- Orbital gap: 3.10 eV
- Total charge: 0


Which of them is the most stable? Correct choice: version two.